P:
# C6H13N2

The ion C6H13N2 with charge +1 (ωB97M-V/def2-TZVPD, the Open Molecules 2025 dataset).

Atoms and positions in Å:
C1 -0.727 0.744 -0.059
C2 -1.527 -1.355 0.591
C3 1.119 -0.737 -0.322
C4 2.546 -1.108 -0.295
C5 -2.987 0.412 -0.407
C6 1.365 1.635 0.372
N1 -1.741 -0.140 0.102
N2 0.664 0.438 0.007
H1 -1.001 1.627 -0.698
H2 -0.590 -1.573 0.835
H3 -2.409 -1.940 0.969
H4 0.527 -1.389 -0.784
H5 2.796 -2.099 -0.132
H6 2.947 -0.747 0.633
H7 2.961 -0.838 -1.174
H8 -3.005 1.439 -0.552
H9 -3.366 -0.190 -1.191
H10 -3.751 0.187 0.258
H11 1.916 1.496 1.281
H12 0.756 2.427 0.291
H13 2.128 1.734 -0.280

The calculation puts the frontier orbital gap (alpha / beta) at 7.22 / 7.22 eV. As for the total charge: +1. As for the spin multiplicity: 1. The lowest unoccupied orbital energy (alpha / beta) is -4.35 / -4.35 eV. The calculation puts the molar mass at 113.18 Da. The HOMO energy (alpha / beta) is -11.572 / -11.571 eV.

***

Q:
# C6H13N2

The ion C6H13N2 with charge +1 (ωB97M-V/def2-TZVPD, the Open Molecules 2025 dataset).

Atoms and positions in Å:
C1 0.139 -1.349 -0.236
C2 -1.337 -0.991 -0.522
C3 1.281 -0.385 -0.465
C4 -0.609 1.209 0.166
C5 -2.956 0.558 0.390
C6 3.060 0.883 0.216
N1 -1.498 0.331 0.104
N2 2.101 -0.121 0.507
H1 0.081 -1.579 0.784
H2 0.401 -2.295 -0.770
H3 -1.412 -1.071 -1.670
H4 -1.975 -1.718 -0.089
H5 1.325 0.009 -1.495
H6 -0.523 2.039 0.751
H7 -3.468 0.761 -0.558
H8 -3.287 -0.468 0.724
H9 -3.053 1.320 1.162
H10 2.847 1.880 0.659
H11 3.962 0.445 0.707
H12 3.180 0.884 -0.876
H13 1.989 -0.475 1.381

The calculation puts the frontier orbital gap (alpha / beta) at 8.46 / 8.46 eV. As for the total charge: +1. As for the spin multiplicity: 1. The lowest unoccupied orbital energy (alpha / beta) is -3.42 / -3.42 eV. The calculation puts the molar mass at 113.18 Da. The HOMO energy (alpha / beta) is -11.881 / -11.881 eV.

***

Least stable of them? P.